DFT (ωB97M-V/def2-TZVPD) results for a structure of composition C13H15AuBr4NO2PS.

Last column: natural (NBO) charge in e.
CARTESIAN COORDINATES (ANGSTROEM)
Au 0.594 -0.235 -0.131  1.05
Br -4.566 -5.265 0.278  0.14
C -3.418 -3.884 -0.266  -0.15
C -3.586 -3.297 -1.574  -0.11
Br -4.957 -3.913 -2.691  0.14
C -2.758 -2.293 -2.003  -0.23
Br -2.925 -1.463 -3.682  0.10
C -1.712 -1.812 -1.170  0.40
O -0.925 -0.884 -1.538  -0.70
C -1.540 -2.392 0.162  0.32
O -0.624 -1.957 0.896  -0.62
C -2.437 -3.442 0.570  -0.18
Br -2.147 -4.128 2.286  0.13
S 2.632 1.774 3.288  -0.15
C 2.372 0.821 2.023  0.16
N 2.226 0.124 1.075  -0.73
C 2.605 1.291 -2.985  -0.61
C 2.265 2.286 -1.876  -0.75
P 0.659 1.931 -1.124  1.05
C -0.608 2.109 -2.416  -0.75
C -0.512 3.341 -3.314  -0.61
C 0.405 3.142 0.205  -0.75
C 0.655 4.615 -0.115  -0.61
H 3.566 1.535 -3.436  0.23
H 1.855 1.295 -3.777  0.21
H 2.667 0.276 -2.590  0.22
H 2.264 3.314 -2.246  0.23
H 2.996 2.229 -1.066  0.26
H -1.572 2.054 -1.905  0.25
H -0.553 1.190 -3.004  0.27
H -0.672 4.267 -2.766  0.21
H -1.271 3.285 -4.095  0.23
H 0.458 3.406 -3.809  0.21
H 1.064 2.817 1.016  0.27
H -0.614 2.983 0.568  0.24
H 1.672 4.784 -0.467  0.21
H 0.523 5.208 0.790  0.23
H -0.034 5.000 -0.865  0.20

Output
HOMO energy (alpha / beta) = -7.80 / -8.46 eV
net charge = 0
2S+1 = 3
M = 796.89 g mol⁻¹
LUMO level (alpha / beta) = 0.005 / -0.079 Ha

DFT (ωB97M-V/def2-TZVPD) results for a structure of composition C6H13N5O2.

Last column: natural (NBO) charge in e.
CARTESIAN COORDINATES (ANGSTROEM)
C -1.323 1.133 1.677  -0.67
C -0.909 1.760 0.223  0.22
C 0.108 2.814 0.077  -0.66
C -1.761 -1.117 -0.303  0.50
C 1.622 -1.422 0.369  -0.38
C 2.687 -0.523 -0.065  0.77
H -0.706 0.270 1.856  0.23
H -0.917 2.005 2.409  0.22
H -2.374 0.964 1.708  0.23
H -0.080 3.533 -0.784  0.26
H 0.305 3.513 1.101  0.22
H 1.152 1.929 -0.015  0.25
H -2.015 -0.453 -2.339  0.41
H -2.385 -2.642 0.664  0.37
H -3.395 -1.342 0.977  0.37
H 0.445 -0.076 -0.514  0.37
H 1.493 -1.478 1.566  0.24
H 1.617 -2.453 0.273  0.26
H 3.128 1.147 -0.868  0.54
N -1.507 1.366 -0.901  -0.30
N -2.132 0.023 -1.129  -0.52
N -2.918 -1.841 0.252  -0.82
N -0.683 -1.464 0.208  -0.35
N 0.379 -1.047 -0.427  -0.43
O 2.154 0.512 -0.877  -0.70
O 3.998 -0.516 0.386  -0.61

Output
HOMO energy = -8.60 eV
net charge = 0
M = 187.20 g mol⁻¹
LUMO level = 0.004 Ha

DFT (ωB97M-V/def2-TZVPD) results for a cluster of 2 separate species, CH5O3 in total.

Last column: natural (NBO) charge in e.
CARTESIAN COORDINATES (ANGSTROEM)
O 1.993 -0.737 0.208  -0.83
H 2.116 -1.624 -0.173  0.59
H 2.868 -0.322 0.147  0.59
H 0.975 -0.245 0.435  0.56
O -0.136 0.571 0.466  -0.04
C -1.372 0.711 0.125  0.70
O -1.801 0.232 -0.972  -0.45
H -1.977 0.939 0.980  0.31
H -2.667 0.475 -1.216  0.58

Output
HOMO energy (alpha / beta) = -24.74 / -24.69 eV
net charge = +2
2S+1 = 2
M = 65.05 g mol⁻¹
LUMO level (alpha / beta) = -0.439 / -0.613 Ha

DFT (ωB97M-V/def2-TZVPD) results for a structure of composition C5H11NO.

Last column: natural (NBO) charge in e.
CARTESIAN COORDINATES (ANGSTROEM)
C -0.082 -2.593 1.438  -0.42
N 0.044 -1.515 0.465  -0.69
C -0.409 -0.320 0.709  0.77
O -0.981 0.384 1.484  -0.58
C 0.167 0.604 -0.846  -0.50
C -1.060 1.390 -1.277  -0.61
C 1.282 1.452 -0.244  -0.61
H 0.905 -3.032 1.617  0.20
H -0.741 -3.378 1.054  0.20
H -0.482 -2.230 2.389  0.21
H 0.198 -0.690 -0.624  0.46
H 0.587 0.128 -1.761  0.26
H -1.520 1.862 -0.402  0.23
H -1.810 0.751 -1.756  0.22
H -0.780 2.179 -1.986  0.21
H 1.643 2.197 -0.962  0.21
H 0.910 1.982 0.640  0.23
H 2.129 0.829 0.061  0.22

Output
HOMO energy = -9.60 eV
net charge = 0
M = 101.15 g mol⁻¹
LUMO level = 0.034 Ha

DFT (ωB97M-V/def2-TZVPD) results for a cluster of 2 separate species, C9H14O in total.

Last column: natural (NBO) charge in e.
CARTESIAN COORDINATES (ANGSTROEM)
C -0.897 -1.424 2.513  -0.61
C -0.864 -0.327 3.571  -0.61
H -1.875 -1.410 2.042  0.21
H -0.169 -1.190 1.718  0.20
H -0.577 -2.400 2.859  0.21
H 0.075 -0.298 4.140  0.20
H -1.739 -0.388 4.223  0.21
H -0.808 0.678 3.157  0.20
C 1.034 1.409 0.692  -0.64
C -0.014 -0.408 -3.069  0.28
C -0.908 0.451 -2.429  -0.26
C 1.285 -0.496 -2.606  -0.25
C -0.571 1.022 -1.218  -0.19
C 1.623 0.138 -1.408  -0.20
C 0.710 0.896 -0.681  -0.04
O -0.409 -1.156 -4.156  -0.71
H -1.919 0.529 -2.794  0.22
H -0.465 -0.638 -4.973  0.48
H 2.015 -1.105 -3.132  0.22
H -1.296 1.573 -0.622  0.21
H 2.643 0.007 -1.060  0.21
H 0.313 0.895 1.335  0.22
H 0.847 2.488 0.724  0.22
H 1.967 1.152 1.174  0.22

Output
HOMO energy = -8.74 eV
net charge = 0
M = 138.21 g mol⁻¹
LUMO level = 0.033 Ha

DFT (ωB97M-V/def2-TZVPD) results for a structure of composition C3H6AsF6N4O4PtS2.

Last column: natural (NBO) charge in e.
CARTESIAN COORDINATES (ANGSTROEM)
Pt 0.105 0.648 -0.244  1.30
C -2.330 -4.085 0.892  -0.68
C -0.970 -3.672 0.518  0.40
N 0.091 -4.413 0.542  -0.23
N 1.107 -3.656 0.105  -0.33
C 0.703 -2.416 -0.198  0.26
S 1.617 -1.141 -0.845  -0.01
N -0.642 -2.414 0.041  -0.22
N -1.426 -1.292 -0.148  -0.63
H -2.314 -5.142 1.136  0.26
H -3.030 -3.904 0.079  0.23
H -2.656 -3.535 1.773  0.27
H 2.049 -4.021 0.066  0.45
H -1.990 -1.075 0.675  0.45
H -1.995 -1.330 -0.992  0.41
F 0.614 -0.397 1.912  -0.69
As -0.210 -0.846 3.580  2.84
F -0.919 0.716 3.501  -0.60
F 1.194 -0.322 4.391  -0.59
F -1.010 -1.376 4.997  -0.59
F 0.497 -2.440 3.248  -0.62
F -1.602 -1.428 2.581  -0.67
O -1.034 3.694 -2.248  -0.87
S -0.605 2.554 -1.531  2.49
O -1.665 1.834 -0.720  -0.88
O 0.495 2.756 -0.518  -0.88
O -0.078 1.406 -2.358  -0.87

Output
HOMO energy (alpha / beta) = -10.28 / -10.35 eV
net charge = 0
2S+1 = 2
M = 610.23 g mol⁻¹
LUMO level (alpha / beta) = -0.133 / -0.117 Ha

DFT (ωB97M-V/def2-TZVPD) results for the ion FH3O3P with charge +1.

Last column: natural (NBO) charge in e.
CARTESIAN COORDINATES (ANGSTROEM)
O 0.521 0.367 -1.471  -1.00
O 0.649 -1.139 0.650  -0.94
O -1.370 0.390 0.396  -0.87
F 1.293 1.202 0.710  -0.50
P 0.260 0.208 -0.016  2.60
H 0.312 1.084 -2.161  0.62
H 1.576 -1.443 0.374  0.57
H -1.353 0.034 1.342  0.54

Output
HOMO energy = -18.86 eV
net charge = +1
M = 100.99 g mol⁻¹
LUMO level = -0.172 Ha

DFT (ωB97M-V/def2-TZVPD) results for the molecule C5H10O2.

Last column: natural (NBO) charge in e.
CARTESIAN COORDINATES (ANGSTROEM)
C 2.612 -0.282 0.337  -0.24
O 1.453 0.268 -0.235  -0.54
C 0.322 -0.536 0.021  -0.08
C -0.853 0.143 -0.564  -0.21
C -2.197 -0.515 -0.336  -0.61
C -0.817 1.643 0.140  0.33
O -1.315 2.109 -0.862  -0.52
H 2.505 -0.391 1.427  0.16
H 3.438 0.398 0.123  0.20
H 2.837 -1.272 -0.091  0.17
H 0.146 -0.631 1.100  0.16
H 0.429 -1.519 -0.441  0.16
H -0.675 0.192 -1.676  0.22
H -3.019 0.068 -0.772  0.23
H -2.212 -1.509 -0.799  0.21
H -2.368 -0.608 0.738  0.20
H -0.087 2.364 0.660  0.17

Output
HOMO energy = -8.53 eV
net charge = 0
M = 102.13 g mol⁻¹
LUMO level = 0.028 Ha

DFT (ωB97M-V/def2-TZVPD) results for a structure of composition C13H18Cl2N2O2PSY.

Last column: natural (NBO) charge in e.
CARTESIAN COORDINATES (ANGSTROEM)
C -0.207 -2.819 -1.795  -0.81
C -0.838 -1.449 -1.687  0.43
H -0.916 -3.491 -2.301  0.36
H -0.006 -3.314 -0.816  0.30
H 0.690 -2.825 -2.483  0.26
O -1.722 -1.045 -2.454  -0.36
Cl 3.759 -3.134 -0.660  -0.45
Y 1.893 -1.619 -0.881  1.63
P -0.025 1.632 -1.665  1.26
C -1.776 2.125 -1.658  -0.97
C 0.740 3.284 -1.459  -0.92
H 1.249 1.131 -3.648  0.27
H -0.063 2.316 -3.997  0.29
H -0.443 0.567 -3.801  0.26
C 0.200 1.389 -3.470  -0.96
H 1.813 3.225 -1.677  0.28
H 0.234 3.967 -2.157  0.29
H -1.913 2.965 -2.351  0.28
H -2.050 2.425 -0.638  0.27
H 0.598 3.628 -0.426  0.27
H -2.378 1.265 -1.971  0.27
C -0.515 -0.485 -0.509  0.38
O -1.040 -0.510 0.582  -0.33
Cl 3.035 0.422 -1.666  -0.51
N 1.196 -3.763 1.272  -0.85
C 1.162 -2.581 2.001  0.28
N 1.553 -1.422 1.484  -0.69
C 1.353 -0.347 2.376  0.18
C 1.588 1.003 2.107  -0.27
C 1.286 1.944 3.100  -0.17
C 0.754 1.532 4.333  -0.18
C 0.448 0.178 4.567  -0.18
C 0.778 -0.761 3.588  -0.22
S 0.441 -2.510 3.577  0.49
H 0.851 -4.546 1.820  0.43
H 2.114 -3.951 0.833  0.44
H 1.995 1.287 1.130  0.22
H 1.480 2.997 2.936  0.24
H 0.530 2.256 5.117  0.25
H -0.026 -0.184 5.475  0.25

Output
HOMO energy = -14.90 eV
net charge = +2
M = 457.15 g mol⁻¹
LUMO level = -0.351 Ha

DFT (ωB97M-V/def2-TZVPD) results for the molecule C20H21ClN4O.

Last column: natural (NBO) charge in e.
CARTESIAN COORDINATES (ANGSTROEM)
Cl -3.758 0.729 2.916  0.00
N 2.789 0.761 0.301  -0.42
N -0.625 -3.364 2.757  -0.44
O 0.845 -2.269 0.747  -0.67
C 3.771 1.353 1.017  0.04
C -1.347 -3.941 3.727  0.05
C 1.507 1.188 0.431  0.21
C 3.543 2.497 1.793  -0.26
C 1.249 2.331 1.143  -0.25
C 2.257 3.021 1.829  -0.17
C -2.404 -3.281 4.331  -0.25
C -1.575 0.435 1.360  -0.20
C -0.455 -0.243 0.824  -0.08
C -0.180 -1.550 1.305  0.38
C -2.810 -2.012 3.862  -0.12
C -2.365 -0.148 2.349  -0.04
C -0.929 -2.127 2.324  0.08
C -2.057 -1.424 2.861  -0.12
N 0.016 0.281 -3.910  -0.46
N -0.467 1.179 -1.215  -0.47
C 0.570 -0.533 -5.011  -0.40
C 0.394 0.407 -0.279  -0.11
C 0.913 1.311 -3.331  -0.23
C -0.874 -0.469 -3.004  -0.23
C 0.217 2.097 -2.162  -0.21
C -1.506 0.459 -1.934  -0.22
H 0.915 -3.096 1.291  0.51
H 4.816 1.038 0.929  0.20
H -1.135 -4.928 4.072  0.20
H 4.334 3.036 2.294  0.22
H 0.224 2.684 1.153  0.22
H 2.075 3.889 2.446  0.22
H -2.926 -3.715 5.162  0.22
H -1.775 1.439 1.003  0.24
H -3.642 -1.556 4.347  0.23
H 0.742 0.093 -5.877  0.19
H 1.550 -0.977 -4.748  0.17
H -0.095 -1.333 -5.269  0.20
H 0.932 -0.374 -0.826  0.23
H 1.836 0.849 -2.927  0.16
H 1.215 2.000 -4.122  0.20
H -1.647 -0.992 -3.562  0.20
H -0.260 -1.209 -2.452  0.16
H 0.985 2.663 -1.665  0.21
H -0.525 2.781 -2.613  0.20
H -2.135 -0.120 -1.234  0.21
H -2.203 1.139 -2.431  0.20

Output
HOMO energy = -7.77 eV
net charge = 0
M = 368.87 g mol⁻¹
LUMO level = -0.008 Ha

DFT (ωB97M-V/def2-TZVPD) results for a structure of composition C4H10NO6S2.

Last column: natural (NBO) charge in e.
CARTESIAN COORDINATES (ANGSTROEM)
C -1.566 -1.699 -2.068  -0.64
C -0.874 -1.731 -0.719  -0.06
O 0.546 -1.877 -0.831  -0.71
S 1.401 -0.522 -0.968  2.49
O 2.441 -0.858 -1.867  -0.97
O 0.501 0.485 -1.464  -1.02
N 2.098 -0.142 0.433  -1.19
S 1.156 -0.184 1.744  2.30
O 2.017 0.037 2.870  -1.00
O 0.359 -1.369 1.887  -0.99
C 0.033 1.233 1.788  -0.71
C 0.347 2.425 0.865  -0.06
O -0.699 2.714 -0.038  -0.73
H -2.094 -2.618 -2.277  0.19
H -2.311 -0.911 -2.080  0.20
H -0.872 -1.465 -2.860  0.23
H -1.219 -2.588 -0.160  0.19
H -1.113 -0.875 -0.112  0.18
H -0.992 0.918 1.656  0.23
H 0.105 1.591 2.803  0.24
H 0.489 3.304 1.479  0.16
H 1.266 2.259 0.317  0.20
H -1.018 1.873 -0.399  0.48

Output
HOMO energy = -6.07 eV
net charge = -1
M = 232.26 g mol⁻¹
LUMO level = 0.124 Ha

DFT (ωB97M-V/def2-TZVPD) results for a cluster of 2 separate species, C4H10NO in total.

Last column: natural (NBO) charge in e.
CARTESIAN COORDINATES (ANGSTROEM)
C 1.315 -1.600 -0.510  0.32
C 0.267 0.777 0.588  0.36
C 1.122 1.704 -0.084  -0.68
C -1.693 -0.768 0.380  -0.45
N -0.641 0.150 -0.107  -0.49
O 1.674 -1.022 0.487  -0.49
H 0.848 -1.090 -1.319  0.09
H 1.343 -2.648 -0.768  0.16
H 0.416 0.493 1.567  0.24
H 2.145 1.480 0.326  0.28
H 0.791 2.695 0.173  0.28
H 1.004 1.317 -1.033  0.22
H -1.877 -0.675 1.473  0.25
H -2.670 -0.503 -0.056  0.25
H -1.467 -1.860 0.056  0.23
H -0.874 0.316 -1.168  0.44

Output
HOMO energy = -15.09 eV
net charge = +1
M = 88.13 g mol⁻¹
LUMO level = -0.163 Ha

How do the records compare in max |F|? In the order shown, they have 0.37 9.03 4.54 0.55 1.40 3.17 5.03 5.07 4.46 3.17 1.84 3.24 eV/Å.